The following is a quantum chemistry calculation of an isolated ion of composition C8H20ClNOP and charge +1 at a distorted geometry, from the Open Molecules 2025 dataset.

**Calculated total energy**: -33961.6166 eV
**Net charge**: +1
**LUMO level**: -3.175 eV
**2S+1**: 1

Element x y z (Å)
1 C 3.03812 2.40270 -0.44556
2 N 1.77244 2.34119 0.33425
3 C 1.56255 0.95311 0.78341
4 P 0.05085 0.10439 0.10990
5 C -1.04155 1.15764 -0.94450
6 C -2.41108 0.41620 -1.11382
7 C -3.21763 0.26746 0.21904
8 O -3.21707 1.45665 1.00340
9 C 0.64386 -1.39246 -0.84208
10 C 1.09266 -2.56992 0.07687
11 C 0.03945 -2.86071 1.19574
12 Cl 0.09286 -4.54376 1.78208
13 H 3.18864 3.41154 -0.84205
14 H 2.97304 1.67763 -1.28118
15 H 3.88157 2.09240 0.18098
16 H 1.01481 2.68840 -0.23699
17 H 1.49720 0.95150 1.88549
18 H 2.45195 0.36244 0.51284
19 H -0.73155 -0.28054 1.23245
20 H -1.21979 2.09211 -0.38695
21 H -0.63221 1.36330 -1.93995
22 H -2.24284 -0.60326 -1.49529
23 H -3.05339 0.95972 -1.81736
24 H -2.83765 -0.55504 0.84982
25 H -4.26020 0.06658 -0.04859
26 H -2.38253 1.47754 1.46113
27 H 1.52786 -1.10587 -1.43606
28 H -0.12022 -1.69410 -1.57149
29 H 2.09736 -2.42209 0.49341
30 H 1.14896 -3.49184 -0.52036
31 H -0.94487 -2.57598 0.78913
32 H 0.23839 -2.14692 2.01229

Mulliken population analysis, charges in e, atoms 1 to 2: number 1, C, carries -0.903; number 2, N, carries -0.383

The following is a quantum chemistry calculation of a 2-piece molecular cluster, C6H10N3O2 overall at a distorted geometry, from the Open Molecules 2025 dataset.

**Calculated total energy**: -14938.2840 eV
**Net charge**: +1
**LUMO level**: -4.343 eV
**2S+1**: 1

Element x y z (Å)
1 C -1.68894 -1.89053 1.14966
2 C -4.03918 -0.53754 -0.24261
3 C 0.58206 1.09098 1.01187
4 C -0.84397 0.59184 -1.55995
5 C 0.84572 -0.22560 0.23390
6 C -0.14543 -0.54699 -0.86691
7 N -1.77809 -1.11942 0.19730
8 N -2.85280 -0.63621 -0.43545
9 N -1.28401 -2.69474 1.93576
10 O -5.14223 -0.35167 -0.38450
11 O 0.11462 -1.56520 -1.61564
12 H -0.38117 0.92847 1.74332
13 H 1.42090 1.15311 1.73238
14 H 0.48145 1.96220 0.25747
15 H -0.29980 0.89172 -2.40974
16 H -0.78054 1.44898 -0.85896
17 H -1.71124 0.30634 -2.02922
18 H 1.89154 -0.27024 -0.15015
19 H 0.76332 -1.15480 0.97862
20 H -1.37005 -2.66647 3.02639
21 H -0.56619 -1.71289 -2.31355

Mulliken population analysis, charges in e, atoms 1 to 2: number 1, C, carries 0.409; number 2, C, carries 0.367

The following is a quantum chemistry calculation of C34H57BrNO5PSi2Ta as an isolated structure, from the Open Molecules 2025 dataset.

**Calculated total energy**: -144551.2273 eV
**Net charge**: +1
**LUMO level**: -3.946 eV
**2S+1**: 1

Element x y z (Å)
1 Ta 0.83210 0.33625 -0.90567
2 O -1.78904 2.76330 -3.01864
3 C -0.88750 2.03597 -2.71968
4 O -0.73738 1.40774 -1.55901
5 C 0.23602 1.67255 -3.64872
6 C 0.35262 2.01375 -4.98112
7 C 1.39500 1.45022 -5.70892
8 C 2.26177 0.54771 -5.09934
9 C 2.07663 0.28198 -3.75995
10 N 1.10948 0.86521 -3.05968
11 C 2.83647 -0.71134 -2.92934
12 O 3.72026 -1.39563 -3.35360
13 O 2.38350 -0.71988 -1.67895
14 H -0.37475 2.68000 -5.42306
15 H 1.51304 1.68859 -6.75734
16 H 3.05577 0.04781 -5.63588
17 C -5.92489 -3.25564 -1.81130
18 C -5.05716 -3.98349 -0.77571
19 C -4.65193 -5.36066 -1.31956
20 C -5.88216 -4.18598 0.49481
21 C -3.79965 -3.15939 -0.51719
22 C -2.93311 -2.87018 -1.56905
23 C -1.81608 -2.10955 -1.33221
24 Br -0.65206 -1.79165 -2.79331
25 C -1.48934 -1.58825 -0.07626
26 O -0.37084 -0.79216 0.01384
27 C -2.30943 -1.90769 1.00889
28 C -3.44731 -2.67823 0.73118
29 C -2.11413 -1.54055 2.48977
30 C -0.83031 -0.77214 2.78097
31 C -2.04229 -2.84281 3.30627
32 C -3.30294 -0.69541 2.97292
33 H -6.82932 -3.83241 -2.01081
34 H -5.40080 -3.12378 -2.75874
35 H -6.22146 -2.27027 -1.44797
36 H -5.54194 -5.96194 -1.51148
37 H -4.02779 -5.89479 -0.60111
38 H -4.09862 -5.28109 -2.25624
39 H -6.77019 -4.77208 0.25687
40 H -6.21821 -3.23670 0.91655
41 H -5.32431 -4.73072 1.25893
42 H -3.12382 -3.23695 -2.56800
43 H -4.09450 -2.91158 1.56191
44 H 0.03558 -1.32859 2.43334
45 H -0.73249 -0.63245 3.85979
46 H -0.82951 0.21016 2.31284
47 H -1.19786 -3.45559 2.98266
48 H -2.94568 -3.44467 3.22320
49 H -1.90403 -2.59850 4.36103
50 H -3.39867 0.21986 2.38850
51 H -3.15047 -0.41958 4.01813
52 H -4.24494 -1.23924 2.90782
53 C 3.64387 2.53914 -1.99866
54 Si 2.34252 3.39617 -0.93345
55 C 1.43225 4.54615 -2.10098
56 C 3.27476 4.39049 0.34535
57 C 1.26264 2.16859 0.09498
58 Si -0.17745 3.08301 1.01785
59 C -1.86897 2.27667 0.93627
60 C 0.37180 3.19208 2.81066
61 C -0.48772 4.82990 0.43235
62 H 4.55762 3.13740 -1.94592
63 H 3.34705 2.52086 -3.04828
64 H 3.91540 1.52726 -1.70070
65 H 2.09565 4.78306 -2.93675
66 H 1.18041 5.48330 -1.60874
67 H 0.50556 4.15199 -2.51624
68 H 3.88609 5.14778 -0.15170
69 H 3.95137 3.75409 0.92287
70 H 2.61559 4.90353 1.04739
71 H 1.98120 2.01449 0.91053
72 H -1.87513 1.19412 0.84082
73 H -2.40936 2.67178 0.07442
74 H -2.42669 2.54716 1.83702
75 H 0.26991 2.24200 3.34056
76 H -0.26670 3.91205 3.32872
77 H 1.40339 3.53499 2.91640
78 H -0.87733 4.86234 -0.58550
79 H 0.35512 5.51522 0.51493
80 H -1.27913 5.20927 1.08666
81 C 5.26042 -0.42144 -0.24478
82 C 4.33602 0.29297 0.74168
83 P 2.66719 -0.43871 1.01947
84 C 3.01203 -2.23663 1.03631
85 C 1.82313 -3.12294 1.39732
86 C 2.27489 0.03233 2.76183
87 C 3.26102 0.92141 3.51605
88 H 6.20427 0.12104 -0.30374
89 H 4.85347 -0.49537 -1.24756
90 H 5.49141 -1.43250 0.08847
91 H 4.19641 1.33871 0.45546
92 H 4.82810 0.31760 1.71345
93 H 3.84785 -2.41318 1.71947
94 H 3.36356 -2.47831 0.03188
95 H 1.48014 -2.95387 2.41858
96 H 2.11173 -4.17111 1.32466
97 H 0.97954 -2.96190 0.72530
98 H 2.12913 -0.90182 3.30930
99 H 1.30227 0.52008 2.73791
100 H 4.21058 0.42079 3.70346
101 H 2.83430 1.18402 4.48399
102 H 3.46749 1.85445 2.98825

Mulliken population analysis, charges in e, atoms 1 to 2: number 1, Ta, carries 1.344; number 2, O, carries -0.623

The following is a quantum chemistry calculation of one molecule with the formula C20H34N2O3, from the Open Molecules 2025 dataset.

**Calculated total energy**: -30415.7374 eV
**Net charge**: 0
**LUMO level**: 0.563 eV
**2S+1**: 1
**SMILES**: COCC1CCN(C(=O)[C@H]2CCC(=O)N(C3CCCCCC3)C2)CC1

Element x y z (Å)
1 C 4.01879 -3.76814 3.78639
2 O 4.44051 -3.38019 2.50297
3 C 3.76762 -4.01610 1.44227
4 C 2.34521 -3.49107 1.19661
5 C 1.69163 -4.21365 0.01871
6 C 0.30309 -3.63377 -0.24842
7 N 0.38825 -2.20622 -0.49466
8 C 0.11780 -1.74134 -1.73737
9 O -0.28845 -2.47764 -2.61692
10 C 0.28229 -0.24354 -1.98302
11 C -0.95718 0.48638 -1.46512
12 N -0.87293 1.91159 -1.70111
13 C -0.24048 2.46021 -2.76636
14 O -0.26529 3.65917 -2.98260
15 C 0.58164 1.54963 -3.66350
16 C 0.37549 0.05470 -3.47582
17 H 1.20070 -0.49956 -3.92578
18 H -0.54266 -0.27831 -3.96103
19 H 0.37871 1.84745 -4.69359
20 H 1.62544 1.81255 -3.46310
21 C -1.62238 2.79420 -0.81024
22 C -3.11791 2.48232 -0.86656
23 C -3.97038 3.43508 -0.02913
24 H -3.71041 4.46878 -0.25799
25 C -3.84623 3.17828 1.47393
26 H -3.71985 2.10512 1.63312
27 C -2.71496 3.94023 2.17062
28 H -3.04813 4.95877 2.38124
29 C -1.39677 4.02955 1.39497
30 C -1.03224 2.77094 0.60564
31 H -1.35666 1.88616 1.15598
32 H 0.05510 2.72425 0.50384
33 H -1.43214 4.87211 0.70284
34 H -0.60255 4.24447 2.11340
35 H -2.53311 3.45757 3.13431
36 H -4.78098 3.45943 1.96454
37 H -5.01289 3.28768 -0.32047
38 H -3.30133 1.45963 -0.52759
39 H -3.43091 2.54787 -1.91145
40 H -1.46208 3.79531 -1.22634
41 H -1.07999 0.32539 -0.39150
42 H -1.83730 0.06617 -1.97156
43 H 1.18079 0.13811 -1.49125
44 C 0.94975 -1.48530 0.62507
45 H 0.96183 -0.41392 0.43934
46 C 2.36535 -1.98834 0.91515
47 H 2.78496 -1.45411 1.76804
48 H 3.00086 -1.79439 0.04860
49 H 0.31180 -1.66935 1.49946
50 H -0.14553 -4.09319 -1.13011
51 H -0.34781 -3.80337 0.61682
52 H 1.60504 -5.28126 0.22537
53 H 2.30725 -4.08882 -0.87408
54 H 1.74200 -3.67329 2.09353
55 H 3.73268 -5.10313 1.61234
56 H 4.38383 -3.82188 0.55993
57 H 4.05472 -4.85827 3.90212
58 H 4.71273 -3.30830 4.48748
59 H 3.00365 -3.42263 4.01204

Mulliken population analysis, charges in e, atoms 1 to 2: number 1, C, carries -0.665; number 2, O, carries -0.348

Question: The lowest LUMO level belongs to which entry?
Answer: C6H10N3O2